(1)
C5H8O2 | ωB97M-V with the def2-TZVPD basis set

Output
energy above the lowest of the compared OMol25 structures with the same formula, charge and spin: 5.492 eV
E: -9404.3398 eV
HOMO: -8.7 eV
Kohn-Sham gap: 9.59 eV
total charge: 0

Last column: Mulliken charge in e.
Geometry (Å):
O: 2.55429 0.71534 0.68455  -0.517
C: 1.69371 0.06592 -0.22737  -0.639
C: 0.45901 -0.45404 0.48251  0.047
O: -0.27243 0.63114 1.13163  -0.441
C: -1.46438 0.29283 0.45814  -0.044
C: -1.16463 0.14992 -1.38583  -0.939
C: -0.79025 -0.82009 -0.33775  -0.060
H: 2.04524 1.43779 1.07569  0.343
H: 1.38428 0.72396 -1.04938  0.366
H: 2.25659 -0.77415 -0.65087  0.302
H: 0.72898 -1.20130 1.23904  0.320
H: -2.36273 0.09387 1.04578  0.381
H: -1.68536 1.12174 -0.33338  0.177
H: -2.17991 -0.15927 -1.71335  0.263
H: -1.19897 -1.82808 -0.30680  0.442

Forces on atoms 1 to 2 (eV/Å):
O -0.088 0.184 0.151
C -0.217 -0.220 -0.255

***

(2)
C18H24N5NaS | ωB97M-V with the def2-TZVPD basis set

Output
energy above the lowest of the compared OMol25 structures with the same formula, charge and spin: 0.000 eV
E: -41760.1389 eV
HOMO: -7.4 eV
Kohn-Sham gap: 7.38 eV
total charge: 0

Last column: Mulliken charge in e.
Geometry (Å):
Na: 0.01352 0.24949 -0.85391  0.537
C: 0.73661 2.13280 1.66549  -1.032
C: 2.06326 1.45759 1.34195  -0.693
N: 2.23706 1.24194 -0.09664  -0.035
C: 3.24879 0.23647 -0.41316  -1.288
C: 2.75117 -1.18232 -0.20578  0.924
C: 3.56670 -2.26870 -0.49190  -1.080
C: 3.03190 -3.53921 -0.36677  -0.382
C: 1.71579 -3.68591 0.04152  -1.108
C: 0.98076 -2.54632 0.33020  0.894
C: -0.45881 -2.63547 0.79987  -1.524
N: -1.25821 -1.45325 0.50040  -0.036
C: -1.75924 -0.71675 1.65128  -1.106
C: -0.70606 0.22083 2.23197  -0.772
N: -0.41202 1.30943 1.30372  0.206
N: 1.50322 -1.32845 0.21446  0.400
H: 0.66708 3.06751 1.10127  0.365
H: 0.73551 2.40244 2.73234  0.385
H: 2.10445 0.48351 1.82787  0.352
H: 2.87986 2.05769 1.76619  0.461
H: 2.50073 2.11489 -0.53690  0.286
H: 4.17385 0.37674 0.16561  0.370
H: 3.51169 0.34022 -1.46786  0.415
H: 4.58251 -2.11687 -0.83394  0.457
H: 3.62915 -4.40935 -0.60718  0.410
H: 1.25664 -4.66303 0.11371  0.445
H: -0.45044 -2.81700 1.88271  0.294
H: -0.90861 -3.51364 0.33342  0.499
H: -1.98806 -1.70240 -0.15747  0.256
H: -2.11391 -1.38392 2.45039  0.433
H: -2.61773 -0.12312 1.32613  0.378
H: 0.21259 -0.34612 2.39818  0.334
H: -1.04337 0.59367 3.21019  0.518
H: -1.23353 1.89505 1.20155  0.089
C: -1.69941 3.20336 -1.53483  -0.089
C: -2.70109 3.29768 -0.57548  -0.677
C: -3.59261 2.24677 -0.39990  -0.362
C: -3.48570 1.10327 -1.18278  -0.444
C: -2.49183 1.00682 -2.14860  -0.373
C: -1.59717 2.06241 -2.32066  -0.592
H: -1.00874 4.02489 -1.67955  0.439
H: -2.79247 4.19293 0.02726  0.386
H: -4.37671 2.32237 0.34350  0.382
H: -4.18301 0.28503 -1.05046  0.460
H: -2.40841 0.11038 -2.75073  0.530
H: -0.82081 1.97807 -3.07268  0.404
S: -1.80232 -2.81618 -2.60777  -0.494
C: -0.53180 -1.77132 -2.76528  0.412
N: 0.33920 -0.99492 -2.84094  -0.636

Forces on atoms 1 to 2 (eV/Å):
Na 0.110 -0.091 0.019
C -0.003 0.007 0.012

***

(3)
C10H18N2O4 | ωB97M-V with the def2-TZVPD basis set

Output
SMILES: COC(=O)OO.CCCC#N.CCCC#N
energy above the lowest of the compared OMol25 structures with the same formula, charge and spin: 1.195 eV
E: -21828.2096 eV
HOMO: -10.4 eV
Kohn-Sham gap: 10.91 eV
total charge: 0

Last column: Mulliken charge in e.
Geometry (Å):
C: -4.83952 0.41414 5.02006  -0.595
O: -4.29864 -0.19559 3.83114  -0.305
C: -3.44271 -1.20972 4.04484  0.689
O: -3.71477 -2.26992 4.52139  -0.456
O: -2.18072 -0.90854 3.54473  -0.145
O: -1.36690 -0.65199 4.70822  -0.333
H: -5.92719 0.42614 4.93588  0.240
H: -4.46403 1.43625 5.09266  0.239
H: -4.55349 -0.14252 5.91325  0.332
H: -0.52125 -1.02605 4.41160  0.320
C: 0.02009 0.29433 0.67537  -1.202
C: 1.40779 -0.04571 0.14746  -0.018
C: 2.26977 -0.77760 1.18066  -0.490
C: 2.52979 0.03517 2.36831  0.187
N: 2.71566 0.66931 3.30711  -0.446
H: 0.07149 0.98329 1.52021  0.387
H: -0.58280 0.76397 -0.10170  0.386
H: -0.50307 -0.60607 1.00234  0.234
H: 1.91569 0.86866 -0.16926  0.282
H: 1.31903 -0.68700 -0.72917  0.023
H: 3.22637 -1.06893 0.74443  0.348
H: 1.77147 -1.69667 1.49528  0.283
C: 2.51907 0.05031 -5.78641  -1.140
C: 1.43014 1.01645 -5.33629  -0.489
C: 1.16387 0.94944 -3.82870  -0.298
C: 0.65023 -0.35665 -3.41866  0.255
N: 0.24596 -1.38763 -3.11627  -0.486
H: 2.23303 -0.98490 -5.59563  0.352
H: 2.70540 0.15319 -6.85491  0.329
H: 3.45661 0.24526 -5.26224  0.301
H: 0.50449 0.80900 -5.87546  0.308
H: 1.71884 2.03964 -5.58181  0.309
H: 0.43819 1.70969 -3.53526  0.320
H: 2.08213 1.15124 -3.27317  0.279

Forces on atoms 1 to 2 (eV/Å):
C -0.345 -0.023 0.113
O 0.508 0.044 0.166

***

(4)
C6H12O | ωB97M-V with the def2-TZVPD basis set

Output
energy above the lowest of the compared OMol25 structures with the same formula, charge and spin: 5.935 eV
E: -8458.4191 eV
HOMO (alpha / beta): -7.3 / -7.2 eV
Kohn-Sham gap (alpha / beta): 7.68 / 7.87 eV
total charge: 0

Last column: Mulliken charge in e.
Geometry (Å):
C: 2.06567 0.66258 0.25248  -1.167
C: 0.71399 1.28933 0.12270  -0.249
C: 0.04367 0.01331 -1.76334  -0.600
O: -0.04834 -1.06130 -0.84191  -0.383
C: -0.98833 -0.48366 -0.00416  0.432
C: -1.76288 -1.53980 0.74959  -1.413
C: -0.38378 0.70194 0.86236  -0.658
H: 2.83555 1.20835 -0.30099  0.305
H: 2.03701 -0.38171 -0.10721  0.333
H: 2.39274 0.61322 1.30310  0.347
H: 0.66274 2.33479 -0.16602  0.418
H: -0.54095 -0.29027 -2.65213  0.314
H: 1.07166 0.26159 -2.05857  0.253
H: -0.97271 0.55050 -1.13220  0.363
H: -2.42235 -2.08237 0.06770  0.342
H: -2.36189 -1.10894 1.55746  0.350
H: -1.10472 -2.29489 1.20619  0.320
H: -0.02717 0.23208 1.79479  0.358
H: -1.20989 1.37525 1.11016  0.335

Forces on atoms 1 to 2 (eV/Å):
C 0.065 -0.059 -0.109
C 0.592 0.627 0.551